1.
Computed, not measured: a cluster of 4 separate species, C4H14NO3 in total, with ωB97M-V/def2-TZVPD.

## Properties
ΔE to the lowest compared entry with this formula, charge and spin = 170.5 kJ/mol
E_HOMO (alpha / beta) = -18.19 / -18.19 eV
Total energy = -11986.1943 eV
Expectation value of S² = 0.75
LUMO level (alpha / beta) = -10.42 / -13.27 eV

ORCA input file:
```
! RIJCOSX wB97M-V def2-TZVPD def2/J DEFGRID3
* xyz 2 2
C -1.32997 1.92920 -0.04523
C -0.03338 1.25763 -0.18271
C 1.20912 1.81699 -0.27240
C 0.71903 -1.04986 -0.25302
N -0.21550 -0.18789 -0.09537
H -1.40072 2.19748 1.02415
H -1.34662 2.82811 -0.69633
H -2.34283 1.57690 -0.26280
H 2.07764 1.21613 -0.12628
H 1.42412 2.85004 -0.43192
H 0.68989 -2.10605 0.03496
H 1.78330 -0.88404 -0.40449
H -1.20579 -0.49281 0.09133
H -0.44910 -1.80549 -3.64397
H -1.26116 -0.61059 -3.86751
O -0.90897 -1.12909 -3.12240
H 2.92356 -1.27011 2.35533
H 3.60529 0.04263 2.01808
O 2.86216 -0.51423 1.75798
H -2.30320 -1.13108 2.35627
H -2.48724 -2.67551 1.95942
O -2.00965 -1.85837 1.80690
*
```

2.
Computed, not measured: an isolated molecule of C23H31N3O5S, with ωB97M-V/def2-TZVPD.

## Properties
SMILES = CC(C)[C@@H](C(=O)NC1CCCC1)N(Cc1ccco1)C(=O)CNS(=O)(=O)c1ccccc1
ΔE to the lowest compared entry with this formula, charge and spin = 234.5 kJ/mol
E_HOMO = -8.87 eV
Total energy = -49897.5744 eV
LUMO level = 0.37 eV

ORCA input file:
```
! RIJCOSX wB97M-V def2-TZVPD def2/J DEFGRID3
* xyz 0 1
C 3.17019 2.56520 2.04385
C 3.12109 1.26547 1.24235
C 3.74882 0.14174 2.06668
C 1.66425 0.91644 0.89215
C 0.97564 1.95269 -0.02205
O 1.48466 3.00845 -0.34339
N -0.26993 1.58846 -0.36597
C -1.15790 2.41972 -1.14687
C -1.54452 1.75848 -2.48507
C -2.99758 1.31768 -2.31715
C -3.59096 2.39080 -1.41055
C -2.48449 2.63841 -0.38773
N 1.53733 -0.42236 0.32080
C 2.11360 -0.61470 -1.00125
C 3.46728 -1.25506 -0.99578
C 3.90989 -2.52302 -0.74343
C 5.31847 -2.49104 -0.88731
C 5.62844 -1.20949 -1.21848
O 4.51987 -0.45986 -1.28595
C 0.74531 -1.30052 0.96670
O 0.13727 -0.99336 1.98117
C 0.62593 -2.73576 0.45908
N -0.78579 -3.07962 0.47271
S -1.72832 -2.23132 -0.62549
O -2.22112 -3.14010 -1.62180
O -0.92855 -1.12059 -1.07740
C -3.10728 -1.58965 0.30559
C -4.37202 -1.73351 -0.23238
C -5.45136 -1.16012 0.41951
C -5.24916 -0.45197 1.59394
C -3.97482 -0.32108 2.12374
C -2.88923 -0.89034 1.47604
H 4.20047 2.80625 2.29456
H 2.60512 2.46170 2.96807
H 2.75401 3.38325 1.46563
H 3.68879 1.40481 0.31796
H 3.17366 -0.01983 2.97619
H 4.76543 0.40998 2.34449
H 3.78253 -0.79499 1.51641
H 1.08773 0.89781 1.82581
H -0.57269 0.63145 -0.24030
H -0.62427 3.36000 -1.30799
H -0.89340 0.91341 -2.70003
H -1.45909 2.48217 -3.29573
H -3.51909 1.23638 -3.26970
H -3.03056 0.34647 -1.82062
H -3.78005 3.29792 -1.98690
H -4.52311 2.07745 -0.94144
H -2.55398 1.90152 0.41478
H -2.54103 3.63085 0.05587
H 2.22873 0.37648 -1.44810
H 1.40974 -1.17826 -1.61964
H 3.32079 -3.37867 -0.48643
H 5.99580 -3.31018 -0.76150
H 6.56271 -0.72751 -1.42609
H 1.06973 -2.87773 -0.52894
H 1.13592 -3.37399 1.18576
H -0.96555 -4.06867 0.39924
H -4.48659 -2.28869 -1.14985
H -6.44459 -1.26206 0.00972
H -6.08987 0.00002 2.09896
H -3.82266 0.22861 3.03990
H -1.88963 -0.80599 1.87364
*
```